Entry 1:
A 2-piece molecular cluster, C3H9NOP overall in a non-equilibrium geometry. Source: OMol25; level of theory: the ωB97M-V functional and the def2-TZVPD basis.

The geometry in XYZ format:
```
15
C3H9NOP the ωB97M-V functional and the def2-TZVPD basis
C 1.5276 0.8806 0.1213
C 2.9441 0.4701 -0.0543
C 1.6213 -1.3278 0.2859
N 0.7773 -0.3802 0.4675
O 2.7844 -0.9823 -0.1431
P -2.8666 -0.5095 -0.2503
H 1.1425 1.7511 0.7990
H 1.0783 1.0304 -0.9481
H 3.4981 0.9051 -0.8864
H 3.5128 0.6823 0.8680
H 1.4896 -2.3800 0.5658
H -0.2106 -0.1370 0.6252
H -1.9731 -1.5760 -0.5428
H -3.6692 -1.1695 0.6187
H -2.1842 0.0929 0.8095
```

Calculated values
Spin multiplicity: 1
Total charge: +1
Highest occupied orbital energy (Eh): -0.49148
E_LUMO (eV): -4.13
Largest force on an atom (eV Å⁻¹): 5.09
Energy above the lowest of the compared OMol25 structures with the same formula, charge and spin (kcal per mole): 36.2
Energy (Ha): -590.72073



Entry 2:
A 2-piece molecular cluster, C3H9NOS overall in a non-equilibrium geometry. Source: OMol25; level of theory: the ωB97M-V functional and the def2-TZVPD basis.

The geometry in XYZ format:
```
15
C3H9NOS the ωB97M-V functional and the def2-TZVPD basis
C 2.7167 0.9609 0.5021
C 1.3223 0.4189 0.4775
S 0.9101 -0.6847 -0.9498
H 3.0280 1.7509 -0.4120
H 3.4723 0.0598 0.4785
H 2.8162 1.4398 1.5675
H 1.1140 -0.1356 1.4537
H 0.5302 1.2482 0.4716
H 0.9651 -1.8389 -0.2611
C -3.1197 -0.2407 -0.9928
N -2.4044 -0.7033 0.0694
O -4.2590 0.1684 -1.0103
H -2.6167 -0.3142 -2.0869
H -1.5543 -1.0980 -0.1636
H -2.9209 -1.0316 0.8562
```

Calculated values
SMILES: NC=O.CCS
Spin multiplicity: 1
Total charge: 0
Highest occupied orbital energy (Eh): -0.34965
E_LUMO (eV): 0.57
Largest force on an atom (eV Å⁻¹): 3.58
Energy above the lowest of the compared OMol25 structures with the same formula, charge and spin (kcal per mole): 29.0
Energy (Ha): -647.85184



Entry 3:
A 4-piece molecular cluster, C3H9NOS overall in a non-equilibrium geometry. Source: OMol25; level of theory: the ωB97M-V functional and the def2-TZVPD basis.

The geometry in XYZ format:
```
15
C3H9NOS the ωB97M-V functional and the def2-TZVPD basis
C -2.1532 -0.7161 -0.9734
C 0.8317 -0.1801 1.6551
C -1.4217 0.3851 -1.1241
N 1.4902 0.3511 0.5217
O 0.5661 2.6957 1.0927
S 1.5537 1.8655 0.3696
H 1.9309 -1.2269 -1.5171
H -2.3446 -1.5095 -1.5961
H -2.5841 -0.9818 -0.0539
H 1.3988 -1.0158 2.1824
H -0.0839 -0.8111 1.3142
H 0.4228 0.6374 2.4232
H -0.9464 0.4566 -2.0168
H -1.2359 1.1352 -0.2418
H 2.5755 -1.0854 -2.0358
```

Calculated values
Spin multiplicity: 1
Total charge: 0
Highest occupied orbital energy (Eh): -0.37690
E_LUMO (eV): -0.69
Largest force on an atom (eV Å⁻¹): 4.12
Energy above the lowest of the compared OMol25 structures with the same formula, charge and spin (kcal per mole): 100.7
Energy (Ha): -647.73755



Entry 4:
The molecule C3H9NOS in a non-equilibrium geometry. Source: OMol25; level of theory: the ωB97M-V functional and the def2-TZVPD basis.

The geometry in XYZ format:
```
15
C3H9NOS the ωB97M-V functional and the def2-TZVPD basis
C 0.4863 0.0534 0.3641
C 1.6253 -0.2309 -0.6031
S 3.1407 0.8067 -0.5471
N -0.6399 -0.8540 0.1735
C -1.8661 -0.3451 0.7042
O -2.5345 0.6686 -0.0917
H 0.2293 1.1076 0.2241
H 0.8727 -0.1135 1.3714
H 2.0568 -1.2279 -0.5078
H 1.2520 -0.1875 -1.6304
H 2.5994 1.9626 -0.0859
H -0.7292 -1.1265 -0.7961
H -1.6447 0.1528 1.6418
H -2.5771 -1.1658 0.7845
H -2.2711 0.4995 -1.0015
```

Calculated values
SMILES: OCNCCS
Spin multiplicity: 1
Total charge: 0
Highest occupied orbital energy (Eh): -0.33950
E_LUMO (eV): 0.80
Largest force on an atom (eV Å⁻¹): 1.01
Energy above the lowest of the compared OMol25 structures with the same formula, charge and spin (kcal per mole): 25.2
Energy (Ha): -647.85789



Entry 5:
A 2-piece molecular cluster, C3H9NOS overall in a non-equilibrium geometry. Source: OMol25; level of theory: the ωB97M-V functional and the def2-TZVPD basis.

The geometry in XYZ format:
```
15
C3H9NOS the ωB97M-V functional and the def2-TZVPD basis
C 1.6206 1.3959 0.5773
C 0.7389 -1.4017 -0.8457
C -0.0357 -0.6970 0.2216
N -2.5752 0.1682 0.9912
O -1.7206 0.4053 -1.5145
S -1.4186 0.4221 -0.0583
H 2.3741 0.6868 0.9975
H 1.6663 1.6347 -0.5230
H 1.1541 2.1159 1.2668
H 1.1554 -1.0025 -1.6931
H 0.0826 -2.2039 -1.1890
H 1.5691 -1.9503 -0.4005
H -0.2343 -1.2637 1.1379
H -3.5858 0.0860 0.7443
H -0.7910 1.6041 0.2875
```

Calculated values
Spin multiplicity: 1
Total charge: 0
Highest occupied orbital energy (spin up / spin down) (Eh): -0.34287 / -0.33400
E_LUMO (spin up / spin down) (eV): -0.70 / -0.40
Largest force on an atom (eV Å⁻¹): 3.38
Energy above the lowest of the compared OMol25 structures with the same formula, charge and spin (kcal per mole): 158.6
Energy (Ha): -647.64536



Entry 6:
The molecule C3H9NOS in a non-equilibrium geometry. Source: OMol25; level of theory: the ωB97M-V functional and the def2-TZVPD basis.

The geometry in XYZ format:
```
15
C3H9NOS the ωB97M-V functional and the def2-TZVPD basis
C 0.5517 0.0921 1.6984
O 0.1218 1.0425 2.6694
C -0.2052 0.2781 0.3686
C 0.2433 -0.8374 -0.5600
S 0.4035 -0.3910 -2.3786
N -1.6149 0.3047 0.6103
H 0.3718 -0.8922 2.1290
H 1.6079 0.2305 1.4614
H -0.4681 1.6737 2.2382
H 0.1723 1.2210 -0.0479
H 1.2830 -1.0774 -0.3449
H -0.3144 -1.7675 -0.5387
H 1.2742 -1.4107 -2.5364
H -2.3091 0.1160 -0.0872
H -2.0058 0.1963 1.5280
```

Calculated values
SMILES: N[C@@H](CO)CS
Spin multiplicity: 1
Total charge: 0
Highest occupied orbital energy (Eh): -0.33319
E_LUMO (eV): 0.85
Largest force on an atom (eV Å⁻¹): 1.58
Energy above the lowest of the compared OMol25 structures with the same formula, charge and spin (kcal per mole): 27.7
Energy (Ha): -647.85388



Entry 7:
An isolated ion of composition C3H9NOS and charge +1 in a non-equilibrium geometry. Source: OMol25; level of theory: the ωB97M-V functional and the def2-TZVPD basis.

The geometry in XYZ format:
```
15
C3H9NOS the ωB97M-V functional and the def2-TZVPD basis
C -0.2612 -0.5001 -0.2218
C 1.2447 -0.4112 -0.0560
S 1.6883 -1.2189 1.5714
N -0.5659 0.3558 -1.3626
C -1.1948 1.6269 -1.0234
O -2.5675 1.5251 -0.7222
H -0.5699 -1.5227 -0.4449
H -0.8170 -0.2277 0.6729
H 1.6128 0.6143 0.0743
H 1.8118 -0.9760 -0.7778
H 2.3281 -2.2753 1.0455
H -1.2095 -0.1469 -1.9679
H -0.6378 2.0908 -0.2012
H -1.1422 2.2977 -1.8767
H -2.6894 1.0733 0.1235
```

Calculated values
Spin multiplicity: 2
Total charge: +1
Highest occupied orbital energy (spin up / spin down) (Eh): -0.50769 / -0.49929
<S²>: 0.75
E_LUMO (spin up / spin down) (eV): -4.16 / -9.29
Largest force on an atom (eV Å⁻¹): 2.20
Energy above the lowest of the compared OMol25 structures with the same formula, charge and spin (kcal per mole): 25.3
Energy (Ha): -647.52141



Entry 8:
A 2-piece molecular cluster, C3H9NOS overall in a non-equilibrium geometry. Source: OMol25; level of theory: the ωB97M-V functional and the def2-TZVPD basis.

The geometry in XYZ format:
```
15
C3H9NOS the ωB97M-V functional and the def2-TZVPD basis
C -0.9857 0.8091 -2.3578
C -0.2816 -0.0394 -1.3045
S 0.6735 1.0139 -0.1666
H -0.3511 1.3408 -3.0554
H -1.7100 1.4935 -1.9208
H -1.5387 0.0975 -2.9775
H -0.9192 -0.7123 -0.7338
H 0.4785 -0.6599 -1.7763
H 0.0356 2.1949 -0.3029
C 1.3994 -1.0824 2.4937
N 0.0857 -0.6427 2.6455
O 1.6254 -2.2102 2.1407
H 2.2035 -0.3871 2.7477
H -0.1318 0.1748 2.0894
H -0.5833 -1.3906 2.4786
```

Calculated values
Spin multiplicity: 2
Total charge: +1
Highest occupied orbital energy (spin up / spin down) (Eh): -0.52635 / -0.51153
<S²>: 0.76
E_LUMO (spin up / spin down) (eV): -3.76 / -9.48
Largest force on an atom (eV Å⁻¹): 1.28
Energy above the lowest of the compared OMol25 structures with the same formula, charge and spin (kcal per mole): 20.7
Energy (Ha): -647.52889



Copy entry 6 word for word.
The molecule C3H9NOS in a non-equilibrium geometry. Source: OMol25; level of theory: the ωB97M-V functional and the def2-TZVPD basis.

The geometry in XYZ format:
```
15
C3H9NOS the ωB97M-V functional and the def2-TZVPD basis
C 0.5517 0.0921 1.6984
O 0.1218 1.0425 2.6694
C -0.2052 0.2781 0.3686
C 0.2433 -0.8374 -0.5600
S 0.4035 -0.3910 -2.3786
N -1.6149 0.3047 0.6103
H 0.3718 -0.8922 2.1290
H 1.6079 0.2305 1.4614
H -0.4681 1.6737 2.2382
H 0.1723 1.2210 -0.0479
H 1.2830 -1.0774 -0.3449
H -0.3144 -1.7675 -0.5387
H 1.2742 -1.4107 -2.5364
H -2.3091 0.1160 -0.0872
H -2.0058 0.1963 1.5280
```

Calculated values
SMILES: N[C@@H](CO)CS
Spin multiplicity: 1
Total charge: 0
Highest occupied orbital energy (Eh): -0.33319
E_LUMO (eV): 0.85
Largest force on an atom (eV Å⁻¹): 1.58
Energy above the lowest of the compared OMol25 structures with the same formula, charge and spin (kcal per mole): 27.7
Energy (Ha): -647.85388



> largest force on an atom of number 7 (C3H9NOS)?

2.20 eV Å⁻¹